Record 1
DFT (ωB97M-V/def2-TZVPD) results for 2 unconnected molecules or ions with the total composition C8H8N5O6 in a non-equilibrium geometry.

Properties
- HOMO-LUMO gap: 4.611 eV

Geometry as ORCA input:
```
! wB97M-V def2-TZVPD RIJCOSX def2/J DEFGRID3
* xyz -1 1
C 0.8628 0.6527 -2.4375
C -0.4249 0.2918 -1.8332
C -1.0054 -1.0473 -1.7605
N -1.3285 1.3202 -1.7062
O -2.4582 1.0450 -1.2084
O -1.0164 2.4715 -2.0889
H 1.5500 -0.2078 -2.4228
H 0.7506 0.9841 -3.4841
H 1.3148 1.4780 -1.8635
H -0.2247 -1.8198 -1.7600
H -1.5939 -1.1400 -0.8380
H -1.6835 -1.2316 -2.6096
O 1.5439 -2.5764 -0.3486
N 1.0806 -2.6050 0.8270
C 0.5754 -1.3873 1.4057
C 0.6038 -0.1857 0.6844
C 0.1693 0.9122 1.3935
N 0.2931 2.2810 1.1405
O 0.7696 2.8997 0.2095
O -0.2191 2.9619 2.2825
N -0.6585 2.0399 3.2487
C -0.3716 0.8145 2.7249
N -0.4899 -0.3594 3.3508
C -0.0254 -1.4267 2.7046
O 1.0459 -3.6593 1.5022
H 1.0561 -0.0948 -0.2947
H -0.1160 -2.4112 3.1819
*
```

Record 2
DFT (ωB97M-V/def2-TZVPD) results for a single C21H18N2O6S molecule in a non-equilibrium geometry.

Properties
- SMILES string: Cc1c(C(=O)OCC(=O)NCCN2C(=O)CSC2=O)oc2c1ccc1ccccc12
- HOMO-LUMO gap: 8.348 eV

Geometry as ORCA input:
```
! wB97M-V def2-TZVPD RIJCOSX def2/J DEFGRID3
* xyz 0 1
C -0.0708 -2.9213 -1.1085
C 0.7145 -1.9573 -0.2979
C 0.3070 -1.1982 0.7784
C -0.9863 -1.0275 1.4284
O -1.2985 -0.0521 2.0712
O -1.8208 -2.0651 1.1984
C -3.1455 -1.9264 1.6929
C -4.0552 -1.1407 0.7395
O -5.1380 -0.7283 1.0825
N -3.5436 -0.9903 -0.4979
C -4.1514 -0.1365 -1.4873
C -3.8221 1.3432 -1.2420
N -2.4289 1.5766 -0.8799
C -2.1445 2.4606 0.1466
O -2.9800 3.0805 0.7421
C -0.6630 2.5223 0.4099
S 0.1547 1.6238 -0.9258
C -1.3803 0.9877 -1.5398
O -1.4580 0.1569 -2.4038
O 1.3030 -0.3662 1.2083
C 2.3600 -0.5899 0.4143
C 2.0606 -1.5631 -0.5442
C 3.0334 -1.9410 -1.4954
C 4.2521 -1.3402 -1.4499
C 4.5745 -0.3478 -0.4817
C 5.8381 0.2684 -0.4504
C 6.1320 1.2262 0.4853
C 5.1772 1.6133 1.4331
C 3.9350 1.0355 1.4355
C 3.6154 0.0514 0.4859
H 0.5805 -3.7055 -1.4873
H -0.5032 -2.4009 -1.9654
H -0.8689 -3.3682 -0.5236
H -3.1433 -1.4087 2.6575
H -3.5377 -2.9373 1.8200
H -2.6256 -1.3546 -0.7035
H -3.7996 -0.4513 -2.4695
H -5.2362 -0.2519 -1.4237
H -4.4053 1.7211 -0.3973
H -4.0661 1.9234 -2.1367
H -0.3076 3.5498 0.4627
H -0.4570 2.0158 1.3581
H 2.8006 -2.6877 -2.2383
H 5.0157 -1.6080 -2.1656
H 6.5783 -0.0261 -1.1804
H 7.1073 1.6903 0.4961
H 5.4267 2.3700 2.1618
H 3.1853 1.3190 2.1584
*
```

Record 3
DFT (ωB97M-V/def2-TZVPD) results for a single C5H8O molecule in a non-equilibrium geometry.

Properties
- SMILES string: OC1CC=CC1
- HOMO-LUMO gap: 9.399 eV

Geometry as ORCA input:
```
! wB97M-V def2-TZVPD RIJCOSX def2/J DEFGRID3
* xyz 0 1
O -1.6525 -0.5320 1.1209
C -0.5823 0.3564 0.8763
C 0.8114 -0.3077 0.9426
C 1.1463 -0.3848 -0.5297
C 0.1335 -0.3719 -1.3803
C -0.6068 0.7840 -0.6031
H -1.5431 -1.2524 0.4837
H -0.6978 1.1692 1.6054
H 0.7954 -1.3206 1.3830
H 1.5502 0.2783 1.4954
H 2.1356 -0.2891 -0.8982
H 0.2762 -0.2702 -2.4603
H -1.4981 0.5112 -1.0750
H -0.2892 1.8315 -0.8319
*
```

Record 4
DFT (ωB97M-V/def2-TZVPD) results for a molecular structure, C12H8BrIrN2OS2 in a non-equilibrium geometry.

Properties
- HOMO-LUMO gap (spin up / spin down): 6.252 / 6.541 eV
- Expectation value of S²: 6.02

Geometry as ORCA input:
```
! wB97M-V def2-TZVPD RIJCOSX def2/J DEFGRID3
* xyz 0 5
Ir 0.0000 0.0000 0.0000
S 2.4235 0.0000 0.3044
C 1.9446 0.0000 1.9945
N 0.3044 0.0000 2.0078
C 0.0037 0.0000 3.1188
C -1.5314 0.0000 3.4354
C -1.9264 0.0000 4.7511
C -1.0051 0.0000 5.8193
C 0.3914 0.0000 5.5519
C 0.7696 0.0000 4.2654
S 2.5097 0.0000 3.6368
H -2.1765 0.0000 2.5956
H -2.9872 0.0000 4.9610
H -1.3544 0.0000 6.8354
H 1.0928 0.0000 6.3678
Br -6.7108 0.0444 0.0092
C -4.8207 0.0264 0.0055
C -4.1194 1.2005 0.2473
C -2.7382 1.1348 0.2337
N -2.0434 0.0000 0.0000
C -2.7606 -1.1214 -0.2309
C -4.1428 -1.1608 -0.2391
H -4.6234 2.1400 0.4407
H -2.1330 2.0185 0.4157
H -2.1730 -2.0164 -0.4153
H -4.6654 -2.0905 -0.4305
O 0.0000 1.7986 0.0000
*
```

Record 5
DFT (ωB97M-V/def2-TZVPD) results for 3 unconnected molecules or ions with the total composition C6H14N2 in a non-equilibrium geometry.

Properties
- SMILES string: C=C=N.C=NC.CC
- HOMO-LUMO gap: 9.986 eV

Geometry as ORCA input:
```
! wB97M-V def2-TZVPD RIJCOSX def2/J DEFGRID3
* xyz 0 1
C -2.5207 0.9956 -1.7061
C -1.2351 1.0866 -1.5465
N -0.0234 1.2290 -1.5900
H -2.9687 1.1513 -2.6689
H -3.1714 0.7292 -0.8924
H 0.4168 2.1255 -1.4469
C -1.1543 -1.2385 -0.1987
N -0.5154 -0.7179 0.7557
C -1.2004 -0.2022 1.8971
H -2.2239 -1.4830 -0.1483
H -0.5902 -1.6408 -1.0238
H -2.2606 -0.5055 1.9535
H -1.1471 0.8876 1.8710
H -0.6789 -0.5491 2.7952
C 2.2231 0.4535 0.5080
C 2.6013 -0.9229 -0.0106
H 1.2024 0.6957 0.1799
H 2.8834 1.2178 0.0973
H 2.2880 0.4888 1.5959
H 3.6244 -1.1727 0.2590
H 1.9400 -1.6728 0.4126
H 2.5106 -0.9552 -1.0928
*
```

Record 6
DFT (ωB97M-V/def2-TZVPD) results for 2 unconnected molecules or ions with the total composition CH3N3O2 in a non-equilibrium geometry.

Properties
- SMILES string: N#[N+][O-].NC=O
- HOMO-LUMO gap: 11.233 eV

Geometry as ORCA input:
```
! wB97M-V def2-TZVPD RIJCOSX def2/J DEFGRID3
* xyz 0 1
N 1.7486 1.1180 -0.5191
N 0.9825 1.9201 -0.4967
O 0.2186 2.7718 -0.5169
N -0.5906 -1.2350 -0.4278
C -0.5514 -0.8696 0.8838
O -1.1329 0.0574 1.4050
H 0.2445 -1.7122 -0.8166
H -1.0107 -0.4963 -0.9304
H 0.0915 -1.5543 1.4188
*
```

Number 1: molar mass 270.2 g mol⁻¹, calculated total energy -28151.693 eV. Number 2: molar mass 426.4 g mol⁻¹, calculated total energy -48172.093 eV. Number 3: molar mass 84.1 g mol⁻¹, calculated total energy -7359.054 eV. Number 4: molar mass 532.5 g mol⁻¹, calculated total energy -112146.439 eV. Number 5: molar mass 114.2 g mol⁻¹, calculated total energy -9426.392 eV. Number 6: molar mass 89.1 g mol⁻¹, calculated total energy -9649.136 eV.